52
Properties=species:S:1:pos:R:3 method="wB97M-V/def2-TZVPD" smiles="CN(C)S(=O)(=O)c1cccc(NC(=O)c2ccc(N3CCOCC3)c([N+](=O)[O-])c2)c1" e_tot_ev=-49137.224 de_lowest_kj_mol=375.25 molar_mass_g_mol=434.5 largest_force_ev_per_a=1.29 total_charge=0
S 0.39 1.37 2.13
O -0.01 2.23 3.21
O -4.53 -2.92 0.81
O 2.39 0.67 -4.33
O 0.08 -3.28 0.13
O -0.64 0.65 1.43
O 1.06 -3.72 -1.74
N 1.46 0.26 2.74
N 0.37 -3.01 -1.03
N -2.24 -1.70 -0.47
N 2.40 2.06 -2.58
C 2.38 3.92 -1.06
C -3.80 -1.85 1.38
C 1.75 -0.90 1.94
C -3.99 -3.37 -0.41
C 0.78 0.25 -2.61
C -2.49 -3.13 -0.52
C -1.35 0.27 -1.48
C 2.12 2.57 -1.31
C 1.90 0.97 -3.26
C -0.38 0.92 -2.19
C 1.25 2.38 0.92
C 1.60 1.79 -0.28
C -1.23 -1.09 -1.12
C -3.19 -0.94 0.32
C 2.08 4.48 0.17
C 0.91 -1.09 -2.32
C -0.04 -1.74 -1.54
C 1.48 3.72 1.16
C 2.59 0.85 3.42
H 3.00 0.13 4.12
H 1.79 -1.63 -2.62
H -2.66 -0.12 0.81
H -1.97 -3.65 0.30
H -4.20 -4.44 -0.47
H 2.05 -1.72 2.59
H -3.99 -0.53 -0.32
H -4.50 -1.29 2.00
H -4.50 -2.87 -1.25
H 2.81 4.52 -1.84
H 1.43 0.73 -0.39
H 3.07 2.60 -3.12
H -3.00 -2.23 2.02
H 0.83 -1.19 1.43
H 2.54 -0.72 1.20
H 2.29 5.52 0.34
H 1.19 4.14 2.11
H 2.21 1.71 3.97
H 3.37 1.17 2.73
H -2.24 0.81 -1.20
H -0.51 1.97 -2.44
H -2.12 -3.53 -1.47

***

68
Properties=species:S:1:pos:R:3 method="wB97M-V/def2-TZVPD" e_tot_ev=-476651.312 de_lowest_kj_mol=0.00 molar_mass_g_mol=1397.2 largest_force_ev_per_a=0.46 s_squared=0.760 total_charge=-2 multiplicity=2
I -3.79 -0.15 -2.99
Sb -4.68 2.99 1.25
Cd -2.86 2.10 -1.51
Se -6.43 1.84 2.57
Se -5.10 3.62 -1.08
Se -2.52 1.79 1.06
Se -4.85 4.57 3.12
As -1.44 -1.13 -0.56
As 2.29 -1.86 -1.58
S 1.57 1.90 0.53
P -1.37 5.27 -3.14
F -0.24 4.69 -4.16
F -0.48 4.77 -1.89
F -2.50 5.80 -2.15
F -2.10 3.76 -3.17
F -0.63 6.70 -3.14
F -2.27 5.69 -4.41
O -1.00 -1.51 2.62
O -0.58 1.07 -2.38
O 0.18 -3.46 -3.56
O -0.01 -3.49 2.21
O 2.24 -1.61 2.48
O -0.50 -4.12 -1.53
O 1.64 1.17 -2.59
O 3.48 -2.73 1.00
N 0.67 1.09 2.88
C -0.60 2.30 4.44
C 4.48 -2.84 2.01
C 3.65 -0.49 -1.27
C -2.72 -2.59 -0.27
C 0.23 3.35 2.44
C -0.22 -3.23 -2.29
C 0.50 0.54 -2.35
C 1.42 -1.89 0.24
C -0.34 -1.77 -2.05
C -0.46 3.44 3.61
C 0.82 2.13 2.01
C 0.71 -0.94 -2.23
C -0.35 -2.22 1.90
C -0.03 1.14 4.04
C 2.38 -2.05 1.36
C 0.12 -1.87 0.53
C -0.41 -3.93 3.51
C 0.35 -4.84 -3.88
C 1.50 2.58 -2.89
H 5.29 -3.41 1.56
H 1.06 -5.31 -3.20
H 1.09 3.11 -2.04
H -1.19 2.34 5.35
H -2.92 -3.08 -1.21
H 4.50 -0.98 -0.80
H 0.29 -4.71 3.80
H -2.35 -3.32 0.45
H 0.72 -4.86 -4.90
H 3.95 -0.09 -2.24
H 2.50 2.93 -3.12
H 0.30 4.19 1.75
H -1.42 -4.33 3.48
H -0.37 -3.11 4.22
H 4.83 -1.85 2.31
H -0.60 -5.37 -3.81
H 0.83 2.71 -3.74
H -0.11 0.21 4.57
H -0.95 4.36 3.87
H -3.64 -2.12 0.09
H 1.06 0.19 2.60
H 3.27 0.31 -0.64
H 4.09 -3.35 2.88